A single C2H4N4S molecule in a non-equilibrium geometry. Source: the OMol25 dataset; level of theory: ωB97M-V with the def2-TZVPD basis set.

```
11
Properties=species:S:1:pos:R:3
N 0.306 2.031 -0.083
C 0.667 0.700 0.003
N 1.861 0.229 0.023
N 1.767 -1.164 0.008
C 0.516 -1.454 -0.011
N -0.257 -0.310 0.000
S -1.957 -0.195 -0.083
H -0.535 2.266 0.387
H 1.096 2.655 0.125
H 0.126 -2.465 -0.009
H -2.219 -0.316 1.238
```

## Properties
**Energy relative to the best compared isomer or geometry (same formula, charge and spin)**: 21.4 kcal/mol
**SMILES**: Nc1nncn1S
**Net charge**: 0
**HOMO**: -9.02 eV
**Gap between HOMO and LUMO**: 9.357 eV